(1)
3 unconnected molecules or ions with the total composition C5H16N2 in a non-equilibrium geometry. Source: the Open Molecules 2025 dataset; level of theory: the ωB97M-V functional and the def2-TZVPD basis.

Bonds (Å) are listed after each position.
Positions of all 23 atoms, in Å:
1 C 1.88 0.80 -0.29  C2 1.356, H4 1.081, H5 1.082
2 C 1.86 0.13 0.89  C1 1.356, C3 1.496, H6 1.085
3 C 1.97 -1.36 0.98  C2 1.496, H7 1.087, H8 1.090, H9 1.096
4 H 2.08 1.86 -0.33  C1 1.081
5 H 1.94 0.24 -1.22  C1 1.082
6 H 2.20 0.65 1.78  C2 1.085
7 H 1.77 -1.83 0.02  C3 1.087
8 H 1.22 -1.72 1.68  C3 1.090
9 H 2.96 -1.65 1.34  C3 1.096
10 C -1.52 -0.98 -1.43  C11 1.524, H13 1.088, H14 1.088, H15 1.088
11 C -1.93 0.48 -1.56  C10 1.524, N12 1.459, H16 1.095, H17 1.102
12 N -1.23 1.29 -0.56  C11 1.459, H18 1.046, H19 1.014
13 H -2.06 -1.59 -2.14  C10 1.088
14 H -0.45 -1.08 -1.62  C10 1.088
15 H -1.72 -1.34 -0.43  C10 1.088
16 H -3.01 0.58 -1.38  C11 1.095
17 H -1.74 0.83 -2.59  C11 1.102
18 H -0.20 1.23 -0.69  N12 1.046
19 H -1.50 2.26 -0.63  N12 1.014
20 N -0.39 0.18 2.00  H21 1.012, H22 1.015, H23 1.054
21 H -1.02 -0.52 2.38  N20 1.012
22 H -0.32 0.94 2.66  N20 1.015
23 H -0.81 0.57 1.12  N20 1.054

Results
**SMILES string**: C=CC.CCN.N
**Charge**: 0
**Gap between HOMO and LUMO**: 0.3539 hartree
**HOMO**: -8.5 eV
**Energy**: -8423.537 eV

(2)
2 unconnected molecules or ions with the total composition C5H16N2O in a non-equilibrium geometry. Source: the Open Molecules 2025 dataset; level of theory: the ωB97M-V functional and the def2-TZVPD basis.

Bonds (Å) are listed after each position.
Positions of all 24 atoms, in Å:
1 C -1.07 0.12 -1.45  C2 1.534, H8 1.113, H9 1.098, H10 1.103
2 C -0.26 -1.14 -1.11  C1 1.534, C3 1.518, N7 1.477, H11 1.102
3 C 0.70 -1.03 0.07  C2 1.518, C4 1.533, H12 1.093, H13 1.105
4 C 1.68 0.16 0.07  C3 1.533, N6 1.485, H14 1.109, H15 1.090
5 C 1.43 2.53 0.30  N6 1.474, H16 1.084, H17 1.153, H18 1.083
6 N 1.20 1.24 0.98  C4 1.485, C5 1.474, H19 1.020
7 N -1.10 -2.27 -0.68  C2 1.477, H20 1.021, H21 1.021
8 H -1.39 0.66 -0.53  C1 1.113
9 H -2.03 -0.08 -1.93  C1 1.098
10 H -0.53 0.78 -2.15  C1 1.103
11 H 0.27 -1.49 -2.01  C2 1.102
12 H 0.17 -1.09 1.02  C3 1.093
13 H 1.23 -2.00 0.11  C3 1.105
14 H 2.57 -0.31 0.55  C4 1.109
15 H 1.90 0.43 -0.96  C4 1.090
16 H 1.04 3.29 0.97  C5 1.084
17 H 2.56 2.60 0.09  C5 1.153
18 H 0.91 2.54 -0.65  C5 1.083
19 H 0.23 1.11 1.25  N6 1.020
20 H -1.71 -2.06 0.11  N7 1.021
21 H -1.75 -2.51 -1.44  N7 1.021
22 H -2.07 -0.70 1.32  O24 0.971
23 H -2.26 0.41 2.39  O24 0.973
24 O -1.82 0.21 1.55  H22 0.971, H23 0.973

Results
**2S+1**: 2
**Charge**: -1
**Gap between HOMO and LUMO (spin up / spin down)**: 0.1089 / 0.3319 hartree
**⟨S²⟩**: 0.75
**HOMO (spin up / spin down)**: 0.7 / -5.4 eV
**Energy**: -10470.532 eV

(3)
2 unconnected molecules or ions with the total composition C5H16N2O in a non-equilibrium geometry. Source: the Open Molecules 2025 dataset; level of theory: the ωB97M-V functional and the def2-TZVPD basis.

Bonds (Å) are listed after each position.
Positions of all 24 atoms, in Å:
1 C -2.27 1.97 0.55  C2 1.572, H8 1.086, H9 1.084, H10 1.099
2 C -1.51 0.64 0.21  C1 1.572, C3 1.500, H11 1.132, H12 1.084
3 C -0.47 0.88 -0.84  C2 1.500, C4 1.616, H13 1.090, H14 1.087
4 C -0.27 -0.53 -1.61  C3 1.616, N5 1.413, C6 1.559, H15 1.129
5 N -0.88 -0.42 -2.88  C4 1.413, H16 1.011, H17 1.016
6 C 1.27 -0.75 -1.58  C4 1.559, N7 1.440, H18 1.153, H19 1.095
7 N 1.93 -1.94 -1.10  C6 1.440, H20 0.998, H21 1.014
8 H -1.87 2.43 1.45  C1 1.086
9 H -2.23 2.60 -0.33  C1 1.084
10 H -3.27 1.68 0.89  C1 1.099
11 H -0.90 0.24 1.08  C2 1.132
12 H -2.36 0.03 -0.08  C2 1.084
13 H 0.48 1.07 -0.35  C3 1.090
14 H -0.69 1.72 -1.51  C3 1.087
15 H -0.77 -1.35 -1.02  C4 1.129
16 H -0.96 -1.19 -3.52  N5 1.011
17 H -0.50 0.32 -3.47  N5 1.016
18 H 1.62 -0.57 -2.67  C6 1.153
19 H 1.80 0.07 -1.09  C6 1.095
20 H 2.87 -2.00 -0.77  N7 0.998
21 H 1.33 -2.75 -0.96  N7 1.014
22 O 2.36 -0.38 6.48  H23 0.965, H24 0.963
23 H 2.19 -1.06 7.15  O22 0.965
24 H 3.10 -0.71 5.96  O22 0.963

Results
**SMILES string**: CCC[C@@H](N)CN.O
**Charge**: 0
**Gap between HOMO and LUMO**: 0.3395 hartree
**HOMO**: -8.2 eV
**Energy**: -10470.532 eV

> What is the formula in the third record?

C5H16N2O